# C21H63F7IN25O17PS

C21H63F7IN25O17PS as an isolated structure in a non-equilibrium geometry (the ωB97M-V functional and the def2-TZVPD basis, OMol25).

Each line ends with the Löwdin charge.
Positions of all 136 atoms, in Å:
N  -9.90517  -0.81999  4.61594  0.15
C  0.65026  -3.46363  -0.95436  -0.20
H  -9.80592  -1.81827  4.54243  0.10
N  5.33061  -7.47242  1.23067  0.17
C  -1.38924  5.89799  -3.28961  -0.72
O  4.68242  -5.52406  2.19913  -0.05
H  0.90679  -1.02750  -0.24605  0.11
H  0.63098  -4.47069  -1.46588  0.13
H  6.49074  1.16913  -0.92042  0.10
N  -0.23627  6.15079  -6.43492  0.16
C  -2.76669  0.59068  4.80765  -0.70
H  -1.05252  1.20494  3.77974  0.07
O  7.68874  -3.83172  3.89890  0.01
O  3.26003  0.41459  1.73694  -0.22
N  -0.13546  5.56841  -2.87108  0.15
H  2.42807  -1.70206  0.41017  0.09
F  0.10791  2.69122  -0.57898  0.07
H  5.17505  -8.22690  0.57772  0.06
C  8.06515  -4.99249  3.96827  -0.70
O  2.40551  6.74904  3.53890  0.04
H  -4.32413  -0.10796  3.71306  0.12
F  -0.56179  -0.58990  -2.27519  0.06
H  -0.68694  -1.58049  -3.88940  0.05
O  -3.65689  -2.11683  -7.27708  -0.01
H  -7.93084  4.49997  6.43971  0.10
H  2.71320  -5.72581  0.70529  0.09
H  -0.36430  -2.96827  -1.14115  0.12
N  6.98412  -10.31257  -2.32790  0.16
N  -5.14637  -1.00457  -8.57026  0.16
F  -2.08318  1.80161  0.93179  0.11
H  -1.01519  6.77351  -6.57133  0.11
H  -4.91660  2.30041  4.94267  0.09
O  0.75209  -3.63267  0.49043  -0.09
H  7.85312  -10.59574  -2.74206  0.10
H  0.46479  6.32361  -2.58215  0.11
C  -6.85823  8.14033  7.71054  -0.70
C  2.20836  5.85120  2.74015  -0.70
N  -4.91991  -3.26783  -8.76451  0.16
C  -4.52023  -2.12902  -8.14914  -0.66
H  0.21370  4.62793  -2.83663  0.07
C  -8.79771  -0.06873  4.38270  -0.70
H  7.06215  -0.13088  0.20860  0.09
H  8.76145  -8.54451  -2.11345  0.10
C  6.10784  0.36200  -0.19726  -0.16
O  -3.30094  0.45375  5.89549  0.03
C  5.32095  -0.79887  -0.96577  -0.71
H  3.92222  4.83792  3.11666  0.11
O  1.99433  0.04687  -3.72983  -0.23
H  -5.85426  -0.99217  -9.28129  0.10
H  -5.17309  2.33235  6.65420  0.10
P  2.79279  1.08968  0.26155  0.99
N  -3.38760  0.26126  3.64522  0.17
H  6.35014  -5.82368  3.26478  0.06
C  6.79094  -9.11571  -1.72298  -0.67
H  0.28555  -2.86706  0.88099  0.08
C  1.83831  -2.53448  -1.54807  -0.14
H  3.96423  -1.19823  -2.62603  0.15
N  1.46476  4.89000  -7.30507  0.14
H  2.80009  -3.12061  -1.70989  0.09
H  -8.64000  8.81004  7.01660  0.11
H  9.91191  -4.58512  4.69572  0.10
H  -5.14129  7.14072  8.10390  0.11
H  -1.84470  3.88969  -3.64828  0.07
H  -2.70417  -4.80646  -5.18284  0.11
H  -6.91728  3.60487  7.52201  0.10
H  -9.86141  1.69578  4.72930  0.10
F  -0.51644  1.33110  -3.35714  0.09
H  2.94784  4.07957  1.90740  0.06
S  1.78483  0.70690  -2.38662  0.84
N  7.28082  -6.03950  3.60352  0.15
H  7.57270  -6.99853  3.65307  0.09
C  -1.58562  -3.32665  -4.38777  -0.68
C  4.04188  -0.40873  -1.79578  -0.25
O  -6.68373  9.03494  8.52168  0.03
H  -8.18234  1.86038  4.32809  0.07
F  -1.96103  -0.26373  0.14344  0.15
H  -4.87574  -0.13837  -8.13591  0.11
N  1.09466  5.79356  1.96227  0.15
N  2.74182  -0.10141  -1.10921  -0.43
H  -6.09428  6.38383  6.87084  0.07
I  5.19369  -2.66942  0.19698  0.99
C  -1.20076  0.87876  0.32024  -0.37
H  1.74441  4.59433  -6.38853  0.08
H  -5.62347  -3.29929  -9.47930  0.10
H  -1.85978  -1.39914  -5.15267  0.10
F  -1.83403  2.22449  -1.53933  0.11
H  -3.09024  5.04534  -3.98437  0.12
H  6.16238  -7.47851  1.79494  0.08
H  0.42151  6.53422  2.06976  0.11
N  -7.95772  8.07788  6.91407  0.15
N  3.37492  -6.47910  0.61065  0.17
H  6.20125  -10.94434  -2.35568  0.11
H  0.91321  5.06357  1.29883  0.08
N  -5.44076  2.63205  5.73428  0.18
O  5.71913  -8.79358  -1.22428  0.00
O  2.21655  2.13414  -2.60197  -0.27
H  -4.47659  -4.12448  -8.47838  0.11
H  1.47570  -2.24148  -2.59844  0.11
H  1.97689  4.55545  -8.10375  0.10
O  -6.78374  3.81414  4.34876  0.00
H  7.76903  -7.40256  -1.27028  0.11
N  9.30185  -5.33463  4.41622  0.14
N  7.87491  -8.30096  -1.71138  0.16
N  -1.50809  1.08413  4.66494  0.16
C  0.42080  5.72870  -7.54520  -0.70
N  -8.98388  1.27056  4.49421  0.16
C  -0.05221  0.72488  -2.15733  -0.31
N  -5.96913  7.12894  7.53258  0.15
H  -10.80095  -0.43608  4.85354  0.09
O  -1.78958  7.04774  -3.32268  0.04
H  2.61863  -0.24358  2.07605  0.08
H  4.31264  0.54791  -2.38322  0.14
C  4.47836  -6.43638  1.39797  -0.68
H  3.18833  -7.21264  -0.04931  0.10
O  -7.71583  -0.56218  4.09428  0.01
C  -6.47693  3.46406  5.48182  -0.71
H  0.01124  5.87825  -5.50126  0.06
H  4.19148  2.43807  -0.90187  0.08
N  -2.15637  4.84312  -3.66785  0.16
H  -1.01750  1.33976  5.50576  0.11
H  -2.97003  0.36513  2.73982  0.06
N  3.08582  4.82788  2.55718  0.15
F  -0.24075  0.61705  1.29399  0.09
H  -8.11984  7.35193  6.24078  0.09
H  -3.02291  -3.25365  -5.89891  0.04
H  6.08308  -1.11197  -1.77113  0.10
H  9.63087  -6.28002  4.48133  0.09
H  5.57534  0.79127  0.70222  0.06
N  -2.51638  -3.81935  -5.23235  0.17
O  -0.97831  -4.02846  -3.58315  0.00
N  -1.37351  -1.98903  -4.49985  0.16
N  -7.15205  3.88004  6.58558  0.15
O  0.10132  6.07342  -8.67074  0.03
C  1.97975  -1.29500  -0.56559  -0.24
C  -0.68616  1.59596  -0.99542  -0.23
O  3.72802  2.46696  -0.02932  -0.22

Orbital gap in eV: 5.524
Net charge: +1
LUMO in eV: -5.2
E in Eh: -5222.310423

---

# C21H64AsF6N14O9

C21H64AsF6N14O9 as an isolated structure in a non-equilibrium geometry (the ωB97M-V functional and the def2-TZVPD basis, OMol25).

Each line ends with the Mulliken spin population.
Positions of all 115 atoms, in Å:
C  4.22136  0.16147  -1.10586  0.00
H  -3.30041  -1.40572  -0.78962  -0.01
H  -0.71709  -5.83889  1.10110  0.00
C  1.22568  -3.71568  4.63602  0.00
H  -2.41207  -4.16187  0.92094  0.00
F  -0.63076  -0.34169  -0.00126  0.24
F  1.21924  0.48926  -1.64328  0.02
H  2.55752  -1.46712  4.98624  0.00
C  -1.98950  -7.02094  2.57042  0.00
H  -0.78125  1.23958  3.34965  0.00
H  -1.19246  -4.79339  -2.45673  0.00
H  2.00214  -1.32132  -0.46370  0.03
F  -1.93965  -0.97807  -2.04066  0.03
H  3.49680  7.83751  -1.95337  0.00
N  -3.14794  0.34311  -4.70727  0.00
H  -0.66561  -2.83511  2.72169  0.00
O  -2.89734  2.62581  2.61567  0.00
H  1.04416  -2.89453  2.04141  0.00
O  0.47058  5.24366  -2.67094  0.00
C  -1.10289  -5.12489  -1.42224  0.02
F  0.00650  -0.35556  -3.65233  -0.03
H  -2.57204  -4.61697  2.50049  0.00
H  4.27217  -0.31360  -2.08557  0.00
H  1.54005  6.45406  -1.44367  0.00
H  -1.67099  -2.14897  -5.79818  0.00
N  -2.50118  -1.92424  1.27598  0.00
N  -4.01825  -1.51228  -0.08716  0.00
H  0.18920  -1.36798  2.26961  0.02
H  -1.90879  -1.42567  0.62745  -0.01
O  -4.73380  2.13587  -3.20302  0.00
H  3.14393  5.65404  -3.10480  0.00
C  2.50440  6.49487  -3.37333  0.00
H  -2.27532  2.98553  0.23902  0.00
H  7.06834  0.86677  2.31113  0.00
C  -4.60977  3.22466  -2.68454  0.00
H  -1.20905  1.69794  0.13485  -0.02
H  0.15607  -1.83218  4.72504  0.00
H  0.00517  -4.57119  6.72104  0.00
H  -5.02320  -1.48213  -0.18338  0.00
N  1.24598  2.51259  1.21774  0.00
H  0.00280  -2.77018  7.06131  0.00
O  6.20680  -0.67281  0.89374  0.00
H  -3.88219  4.18646  -1.01300  0.00
N  -5.41441  4.23802  -2.96644  0.00
O  -4.53496  -1.99144  2.01642  0.00
H  1.13784  2.74680  2.19424  0.00
N  2.14150  -1.52122  4.06749  0.00
H  2.80134  8.79261  -3.01283  0.00
H  -1.23038  -0.81457  -4.76317  0.00
C  0.87533  -2.29836  4.05167  0.00
H  -4.04474  0.80608  -4.74608  0.00
H  -0.74669  5.12194  -1.02219  0.00
N  -3.78610  3.42610  -1.67082  0.00
H  8.14863  -0.35901  1.62272  0.00
C  -1.75872  -6.10463  1.28134  0.00
H  -0.18152  -5.69689  -1.31271  0.00
H  1.94293  -0.53109  4.05027  0.00
H  -1.29022  4.25961  -2.51423  0.00
N  -1.92842  2.14736  0.68314  0.01
C  3.28859  7.81763  -3.02311  0.00
H  -3.05630  -7.24312  2.54459  0.00
H  -2.30192  -2.07585  2.25445  0.00
N  2.19025  6.40146  -4.76330  0.00
H  -0.98657  -4.28497  -0.73732  0.00
C  4.78605  -0.60345  1.32107  0.00
H  4.19624  7.88907  -3.62243  0.00
H  3.86808  -1.87703  -0.33346  0.01
C  7.11691  -0.14098  1.89859  0.00
O  1.25400  4.66380  0.78556  0.00
C  0.57738  -3.69586  7.02838  0.00
H  -1.54997  5.95569  -2.30367  0.00
N  -1.94099  -1.35450  -5.23604  0.00
H  1.75188  7.27458  -5.01942  0.00
H  3.39064  0.84521  -1.28050  0.01
H  6.96565  -0.73928  2.79706  0.00
C  -3.14319  -0.84617  -5.25834  0.02
As  -0.28717  -0.37428  -1.83043  0.61
N  2.44465  -0.89882  0.33990  -0.06
H  -2.36345  0.76376  -4.23005  0.00
H  1.50465  1.61778  0.82722  0.00
F  0.46908  -1.99023  -1.53907  0.02
H  5.08500  0.81561  -0.98617  0.00
C  -0.83038  5.16064  -2.10828  0.01
C  0.32053  -2.37381  2.66856  0.01
O  -2.23511  -6.01168  -1.19060  0.00
O  1.69384  -3.64284  6.09427  0.00
C  1.16415  6.52349  -2.46444  0.00
H  -1.56176  -6.59447  3.47776  0.00
H  2.07570  -4.15881  4.11716  0.00
H  4.45715  -1.47558  1.88614  0.00
C  3.86163  -0.85816  0.05380  0.01
C  -2.14799  -6.77246  -0.04515  0.00
H  0.66814  7.48165  -2.61939  0.00
C  -3.75756  -1.75728  1.16382  0.01
H  -1.42005  -7.52024  -0.35982  0.00
H  -3.31781  2.58994  -1.35201  0.00
H  4.55345  0.29712  1.88938  0.00
N  -2.58117  -4.93916  1.54330  0.00
H  1.52485  5.64855  -4.86559  0.00
N  1.43019  3.16541  -0.84255  -0.01
H  -5.34203  5.04754  -2.36682  0.00
H  -0.38843  0.84662  1.67872  0.02
F  -0.93811  1.36339  -2.00441  0.04
H  1.26151  3.91931  -1.49314  0.01
O  -4.08193  -1.34799  -5.86146  0.00
H  -6.15483  4.05471  -3.62848  0.00
H  0.34203  -4.33171  4.46938  0.00
H  1.01210  -3.96636  7.99064  0.00
C  1.37057  3.51651  0.40643  0.00
H  1.60589  2.17595  -0.94358  -0.01
C  -2.06045  1.94609  1.98733  0.00
N  -1.00311  1.26122  2.36456  0.00
H  2.31176  -1.29099  1.26112  0.00
H  -3.06401  -7.35203  0.06933  0.00
H  -1.55645  -8.00568  2.39473  0.00

Orbital gap (alpha / beta) in eV: 3.285 / 7.753
Net charge: -2
LUMO (alpha / beta) in eV: 3.7 / 3.7
Multiplicity: 2
E in Eh: -5117.378460